Entry from the OMol25 dataset: C20H14Cl2IrN4O2S as an isolated structure (ωB97M-V with the def2-TZVPD basis set).

Last column: Löwdin charge in e.
Cartesian coordinates (Å):
Ir (-0.62, -0.36, 0.91)  1.25
N (2.04, -0.15, 4.25)  0.11
C (1.40, -0.13, 3.08)  -0.79
S (-0.33, -0.50, 3.14)  0.66
N (2.09, 0.12, 2.00)  0.02
N (1.31, 0.13, 0.87)  -0.16
C (1.85, 0.18, -0.31)  -0.13
C (3.30, 0.19, -0.57)  -0.19
C (3.82, -0.69, -1.51)  -0.04
C (5.18, -0.71, -1.77)  -0.06
C (6.02, 0.17, -1.12)  -0.06
C (5.51, 1.07, -0.19)  -0.06
C (4.15, 1.07, 0.10)  -0.02
C (0.88, 0.25, -1.45)  -0.18
C (1.24, 0.65, -2.72)  0.02
C (0.25, 0.77, -3.69)  -0.01
C (-1.06, 0.50, -3.36)  -0.01
C (-1.35, 0.11, -2.06)  -0.07
N (-0.41, -0.01, -1.14)  -0.06
H (1.56, -0.38, 5.10)  0.10
H (3.03, 0.04, 4.27)  0.12
H (3.17, -1.39, -2.02)  0.12
H (5.58, -1.42, -2.49)  0.11
H (7.08, 0.17, -1.33)  0.11
H (6.17, 1.76, 0.32)  0.11
H (3.75, 1.76, 0.83)  0.11
H (2.27, 0.88, -2.94)  0.13
H (0.51, 1.09, -4.69)  0.13
H (-1.86, 0.58, -4.09)  0.12
H (-2.36, -0.12, -1.74)  0.12
Cl (-7.94, 0.01, 1.26)  0.71
C (-6.26, -0.37, 1.13)  -0.66
C (-5.87, -1.73, 1.03)  -0.08
C (-4.56, -2.09, 0.92)  -0.58
Cl (-4.12, -3.75, 0.80)  0.76
C (-3.53, -1.10, 0.91)  -0.36
O (-2.31, -1.47, 0.78)  -0.24
C (-3.94, 0.26, 1.02)  -0.13
C (-3.00, 1.29, 1.03)  -0.13
O (-1.74, 1.25, 0.94)  -0.17
C (-5.32, 0.61, 1.13)  -0.05
H (-6.63, -2.49, 1.04)  0.12
H (-3.38, 2.31, 1.12)  0.16
H (-5.60, 1.65, 1.21)  0.12

Its charge is +1. The total energy comes out at -69736.2774 eV.